No. 1
DFT (wB97M-V/def2-TZVPD) results for C3H2EuO3 as an isolated structure in a non-equilibrium geometry.

Positions of all 9 atoms, in Å:
O 1.95277 -0.07851 -0.19904
O 0.01870 0.72332 0.64443
Eu 4.20797 0.74045 0.44356
O -0.04752 -0.88536 -0.78970
H -2.04116 0.68836 1.17436
C -1.35780 -0.55481 -0.47889
H -2.14502 -1.02443 -1.05660
C -1.31653 0.45450 0.39150
C 0.72860 -0.06351 -0.12962

The calculation puts the max |F| at 2.310 eV Å⁻¹. The gap between HOMO and LUMO (alpha / beta) comes out at 7.081 / 7.325 eV. The energy relative to the best compared isomer or geometry (same formula, charge and spin) is 0.0 kcal/mol. The spin multiplicity is 8. The energy comes out at -28596.9442 eV. The charge is +2. Its expectation value of S² is 15.76.



No. 2
DFT (wB97M-V/def2-TZVPD) results for a 10-piece molecular cluster, C14H48O10 overall in a non-equilibrium geometry.

Positions of all 72 atoms, in Å:
H -0.86987 2.90031 5.94563
H -0.44119 -0.36099 -3.59288
C -0.00411 -3.09079 1.38578
O -2.83653 -0.85374 2.20291
O 2.91170 0.52488 0.66490
H -0.28569 -2.05035 1.52922
O -0.23087 1.81062 -2.29901
H -3.07906 -1.43517 4.15954
H -4.07578 3.00102 -1.25297
H -1.57336 1.83602 -3.83278
H -0.15127 1.48837 3.64276
H 1.27740 0.59077 1.48475
H 4.39165 1.89145 -2.35125
O -0.86143 -3.80277 0.54460
H 3.25605 1.02087 -0.11758
H -0.32052 -1.14919 -1.44718
C -2.93050 -1.84464 3.17594
H 5.88679 0.28318 2.20963
H -3.68790 -2.51366 2.77752
H 4.86165 1.72634 2.60375
H -0.55562 3.25108 -3.85102
C -4.68543 -1.98400 -0.58583
O 0.45836 1.00026 1.86403
H 0.76335 2.25096 5.91824
H -0.92031 -2.62375 -4.65890
H 0.59090 -2.68348 -1.86892
C 3.24128 -0.60820 2.72969
H 5.32065 1.35943 0.94904
H 1.77285 1.88978 -2.28142
H -0.70830 -3.42727 -0.34478
H -0.85571 2.52003 1.46032
H -0.09440 -3.63199 2.34449
C -0.20332 -1.93519 -2.20559
C 0.19853 -1.24011 -3.45377
H 0.12713 1.68367 -4.32355
C -3.64253 2.17115 -0.62568
H -4.04024 -2.85900 -0.73457
C -0.59393 2.13807 -3.62553
H 3.92389 -1.03294 3.43084
H 1.61817 -0.15108 -2.65840
H -3.13881 2.53810 0.29194
H 1.07436 -3.11262 1.13632
O -3.85006 -0.82599 -0.32867
H 0.69373 2.65626 0.63834
H -1.04465 1.49834 -1.84219
H -0.47824 1.52845 -0.00317
H -1.24677 -2.24397 -2.36815
O -2.70287 1.31180 -1.38684
C -0.04779 2.63215 5.29897
O -0.57877 1.65870 4.44185
C 3.58964 1.39002 -2.84236
H -5.15565 -1.63457 -1.50241
H -5.40935 -2.03612 0.22020
H 0.21784 -1.82535 -5.61739
H 0.09188 3.54559 4.77139
H -3.15954 0.43004 -1.39182
H -4.48688 1.56742 -0.22574
H 3.28276 1.94218 -3.73678
H 3.88562 0.34243 -3.07119
O 1.54174 -0.78076 -3.44004
C 0.11021 -2.25025 -4.67764
O 2.47459 1.32767 -1.94939
C 3.90910 -0.07832 1.45546
C -0.08384 1.93624 0.91702
H -3.52730 -0.72357 0.59287
H 0.95720 -2.93936 -4.48456
H 2.60720 0.13454 3.11698
C 5.02640 0.89718 1.86526
H 4.35025 -0.98135 0.98095
H -2.01683 -2.51848 3.24193
H 2.46620 -1.35431 2.46865
H -2.30386 -0.09206 2.51820

The calculation puts the max |F| at 3.126 eV Å⁻¹. The gap between HOMO and LUMO comes out at 10.494 eV. The energy relative to the best compared isomer or geometry (same formula, charge and spin) is 82.5 kcal/mol. The energy comes out at -35767.3919 eV.



No. 3
DFT (wB97M-V/def2-TZVPD) results for one molecule with the formula C4H7N3.

Positions of all 14 atoms, in Å:
H -1.33885 1.91215 -0.24085
N -0.67420 1.16692 -0.12026
H -2.93073 -0.64366 0.74116
N 2.48219 -0.46769 0.34273
C -0.00313 -0.92717 0.13578
C 0.69541 1.22038 -0.03256
C 1.14139 -0.07190 0.13180
N -2.51604 -0.27637 -0.10527
C -1.11208 -0.11479 -0.02550
H 3.13406 0.22543 -0.00683
H 2.69425 -1.35394 -0.09845
H 0.00992 -2.00448 0.25567
H -2.82116 -0.81874 -0.90260
H 1.23898 2.15386 -0.07482

The calculation puts the max |F| at 0.283 eV Å⁻¹. The gap between HOMO and LUMO comes out at 8.491 eV. The energy relative to the best compared isomer or geometry (same formula, charge and spin) is 1.3 kcal/mol. The energy comes out at -8731.6222 eV.



No. 4
DFT (wB97M-V/def2-TZVPD) results for one molecule with the formula C19H21NO5S in a non-equilibrium geometry.

Positions of all 47 atoms, in Å:
C -0.44733 -0.33445 1.21211
C -2.11159 -1.58981 -0.81946
H 6.08502 1.33233 -2.11543
H -0.63931 -1.41083 1.14932
H -2.12904 1.18500 3.10986
H 0.14668 2.13583 1.72940
H -2.68415 -4.44907 -1.85773
C -1.87739 1.69934 1.01259
H 4.19532 -0.56546 1.35242
C 3.48267 0.43606 -0.38910
H 1.29271 -5.36687 -3.19204
H 4.61377 2.32379 -1.96668
H -3.28398 3.23215 3.72460
O -0.57810 3.75091 3.66477
H -3.61978 1.09246 2.14774
H 2.44384 1.38804 -2.02004
O 0.45945 -3.69861 -2.31006
C 1.09301 0.62337 -0.56611
H -3.01258 -2.17982 -0.91495
C 0.92270 -0.04228 0.63707
C -2.38038 -0.21656 -0.34115
C 3.31511 -0.23722 0.82347
H -0.05275 -1.46121 -1.28064
H -0.36984 3.15166 0.36140
H -1.21979 -6.39989 -3.00597
C 2.35626 0.86562 -1.08084
O 4.76655 0.61665 -0.79502
H -3.67365 3.58728 2.01512
C -1.64069 -4.41456 -2.09309
C -2.98188 3.09632 2.69228
C -0.77949 -3.36289 -1.87293
O -1.44268 5.14697 1.84046
C -0.87702 -5.43471 -2.69437
C -0.95259 -2.06024 -1.29530
C -0.69585 2.62220 1.24943
H 0.22932 0.96590 -1.11744
C 0.39019 -4.94114 -2.79986
C -2.70450 1.66186 2.31378
O -3.36848 0.37634 -0.74518
H 1.94162 -0.99071 2.26489
C 2.05437 -0.46959 1.32541
H -2.51854 2.11664 0.22609
S -1.33745 3.85079 2.44857
C 5.00269 1.30121 -2.00198
N -1.52807 0.36158 0.55525
H -0.44949 -0.06799 2.27492
H 4.56512 0.77361 -2.85559

The calculation puts the max |F| at 1.243 eV Å⁻¹. The gap between HOMO and LUMO comes out at 8.550 eV. The energy relative to the best compared isomer or geometry (same formula, charge and spin) is 37.2 kcal/mol. The energy comes out at -42605.1318 eV.